DFT (ωB97M-V/def2-TZVPD) results for C23H31BFIrNO2 as an isolated structure.

Structure (XYZ):
```
60
C23H31BFIrNO2, DFT ωB97M-V/def2-TZVPD
Ir -0.12 1.83 -0.56
C -0.39 2.24 3.05
C 0.30 2.96 1.95
C 1.37 2.31 1.25
C 2.09 1.14 1.90
C 1.90 2.93 0.09
C 3.07 2.31 -0.63
C 1.47 4.26 -0.25
C 2.18 5.00 -1.33
C 0.42 4.89 0.47
C -0.12 6.22 0.00
C -0.13 4.26 1.58
C -1.20 4.93 2.38
H -0.02 2.58 4.02
H -0.23 1.16 3.00
H -1.46 2.43 3.03
H 3.14 1.16 1.66
H 1.69 0.17 1.60
H 2.00 1.21 2.98
H 4.01 2.66 -0.20
H 3.07 2.57 -1.69
H 3.05 1.23 -0.55
H 1.70 4.82 -2.31
H 3.22 4.71 -1.41
H 2.14 6.08 -1.16
H 0.39 7.05 0.51
H -1.18 6.30 0.21
H 0.02 6.35 -1.06
H -2.19 4.64 2.00
H -1.13 6.01 2.34
H -1.16 4.63 3.43
N 0.17 2.61 -3.71
C 0.14 2.41 -2.58
H 0.15 2.77 -4.70
F -1.87 2.47 0.01
C -2.71 -6.01 -1.73
C -1.67 -6.03 -0.58
C -0.79 -7.27 -0.74
C -2.41 -6.11 0.77
C -0.90 -4.74 -0.63
C 0.54 -4.73 -0.81
C 1.29 -3.58 -0.86
C 0.58 -2.39 -0.71
O 1.03 -1.15 -0.72
B -0.11 -0.28 -0.55
O -1.24 -1.10 -0.42
C -0.85 -2.38 -0.53
C -1.59 -3.52 -0.49
H -3.27 -6.94 -1.70
H -2.22 -5.93 -2.70
H -3.41 -5.18 -1.63
H -1.42 -8.15 -0.70
H -0.05 -7.35 0.06
H -0.27 -7.29 -1.70
H -2.97 -7.04 0.80
H -3.11 -5.29 0.91
H -1.70 -6.11 1.60
H 1.04 -5.68 -0.92
H 2.36 -3.59 -1.00
H -2.66 -3.48 -0.35
```

Properties
Energy above the lowest of the compared OMol25 structures with the same formula, charge and spin   138.5 kJ/mol
Orbital gap (alpha / beta)   8.291 / 6.368 eV
Net charge   +2
Spin multiplicity   6

---

DFT (ωB97M-V/def2-TZVPD) results for one molecule with the formula C23H31N3O3.

Structure (XYZ):
```
60
C23H31N3O3, DFT ωB97M-V/def2-TZVPD
O -0.54 -2.86 -1.46
C -1.10 -2.86 -0.38
C -0.26 -3.19 0.87
N 1.01 -2.53 0.70
C 2.18 -3.20 0.30
O 2.33 -4.39 0.30
N 3.07 -2.23 -0.01
C 2.53 -0.89 0.09
C 2.45 -0.19 -1.28
C 3.67 0.64 -1.68
C 3.61 2.07 -1.16
C 3.88 2.21 0.34
C 2.97 1.38 1.23
C 3.29 -0.11 1.18
C 1.11 -1.18 0.55
O 0.22 -0.39 0.75
N -2.42 -2.63 -0.25
C -3.12 -2.33 0.98
C -3.15 -0.81 1.18
C -3.86 -0.15 0.00
C -3.91 1.39 0.14
C -2.56 2.04 0.15
C -1.96 2.45 -1.04
C -0.72 3.05 -1.04
C -0.05 3.26 0.16
C -0.63 2.85 1.35
C -1.88 2.25 1.34
C -3.18 -0.57 -1.30
C -3.12 -2.10 -1.40
H -0.71 -2.84 1.80
H -0.07 -4.26 0.92
H 3.97 -2.44 -0.40
H 1.57 0.47 -1.26
H 2.26 -0.96 -2.02
H 4.59 0.15 -1.34
H 3.71 0.67 -2.77
H 2.63 2.48 -1.39
H 4.35 2.67 -1.70
H 3.77 3.27 0.60
H 4.92 1.94 0.54
H 1.92 1.53 0.97
H 3.10 1.72 2.26
H 4.37 -0.25 1.01
H 3.05 -0.58 2.14
H -2.67 -2.83 1.83
H -4.14 -2.71 0.88
H -3.66 -0.57 2.12
H -2.12 -0.44 1.24
H -4.90 -0.51 -0.02
H -4.50 1.79 -0.69
H -4.43 1.63 1.07
H -2.49 2.30 -1.97
H -0.27 3.36 -1.97
H 0.92 3.74 0.16
H -0.12 3.01 2.28
H -2.33 1.95 2.28
H -3.72 -0.17 -2.16
H -2.16 -0.19 -1.31
H -2.57 -2.40 -2.30
H -4.12 -2.53 -1.43
```

Properties
Energy above the lowest of the compared OMol25 structures with the same formula, charge and spin   0.0 kJ/mol
Orbital gap   9.750 eV
Net charge   0

---

DFT (ωB97M-V/def2-TZVPD) results for one molecule with the formula C23H31N3O3.

Structure (XYZ):
```
60
C23H31N3O3, DFT ωB97M-V/def2-TZVPD
C -2.29 3.25 0.54
C -1.97 2.50 -0.74
C -3.00 1.42 -1.05
C -2.65 0.62 -2.31
O -3.74 -0.13 -2.80
C -4.05 -1.30 -2.06
C -3.27 -2.54 -2.54
C -2.62 -3.31 -1.40
N -1.37 -2.71 -0.96
C -0.17 -3.00 -1.70
C 0.72 -1.78 -1.88
O 1.27 -1.59 -2.95
N 0.85 -1.00 -0.79
C 0.10 -1.36 0.42
C -0.10 -0.20 1.40
C 1.16 0.55 1.58
C 2.10 0.59 0.58
N 3.16 1.36 0.99
C 2.92 1.82 2.25
C 3.70 2.62 3.08
C 3.19 2.93 4.32
C 1.95 2.45 4.74
C 1.17 1.65 3.93
C 1.66 1.33 2.66
C 2.00 -0.05 -0.76
C 1.79 1.03 -1.82
C 3.30 -0.83 -1.03
C -1.31 -1.88 0.09
O -2.28 -1.58 0.76
H -1.53 4.00 0.75
H -3.25 3.75 0.46
H -2.33 2.57 1.38
H -1.92 3.20 -1.58
H -0.98 2.04 -0.65
H -3.98 1.89 -1.20
H -3.09 0.75 -0.19
H -2.40 1.31 -3.12
H -1.78 -0.02 -2.12
H -3.88 -1.14 -1.00
H -5.13 -1.45 -2.22
H -3.94 -3.21 -3.08
H -2.50 -2.21 -3.24
H -2.40 -4.34 -1.70
H -3.28 -3.34 -0.53
H -0.42 -3.39 -2.69
H 0.43 -3.76 -1.18
H 0.63 -2.17 0.94
H -0.46 -0.60 2.34
H -0.88 0.46 1.02
H 3.98 1.56 0.44
H 4.66 3.00 2.75
H 3.77 3.55 4.99
H 1.59 2.72 5.73
H 0.21 1.29 4.25
H 1.77 0.59 -2.81
H 2.60 1.76 -1.77
H 0.85 1.55 -1.65
H 3.26 -1.31 -2.00
H 4.15 -0.15 -1.02
H 3.45 -1.59 -0.26
```

Properties
Energy above the lowest of the compared OMol25 structures with the same formula, charge and spin   153.5 kJ/mol
Orbital gap   8.560 eV
Net charge   0

---

DFT (ωB97M-V/def2-TZVPD) results for one molecule with the formula C23H31N3O4S in a non-equilibrium geometry.

Structure (XYZ):
```
62
C23H31N3O4S, DFT ωB97M-V/def2-TZVPD
C 7.43 2.29 2.27
C 6.10 1.64 2.49
C 5.08 2.31 3.14
C 3.84 1.73 3.32
C 3.59 0.44 2.85
C 2.32 -0.24 3.00
C 1.22 0.25 3.59
C -0.04 -0.43 3.73
O -0.91 0.14 4.58
N -2.05 -0.58 4.64
C -1.92 -1.60 3.82
C -3.01 -2.58 3.65
C -0.64 -1.56 3.20
S -0.13 -2.66 1.89
O -0.94 -3.84 1.96
O 1.29 -2.83 1.90
N -0.53 -1.85 0.50
C -1.95 -1.70 0.26
C -2.18 -1.38 -1.21
C -1.41 -0.11 -1.60
C -1.60 0.15 -3.10
O -0.81 -0.23 -3.93
N -2.75 0.80 -3.39
C -3.23 1.12 -4.73
C -3.42 -0.18 -5.53
C -4.57 1.84 -4.58
C -2.22 2.03 -5.43
C 0.07 -0.31 -1.28
C 0.25 -0.68 0.19
C 4.62 -0.24 2.20
C 5.86 0.35 2.02
H 7.66 2.98 3.08
H 7.43 2.85 1.34
H 8.23 1.55 2.21
H 5.25 3.31 3.51
H 3.07 2.28 3.84
H 2.28 -1.24 2.60
H 1.21 1.23 4.06
H -3.73 -2.22 2.91
H -3.54 -2.71 4.60
H -2.61 -3.53 3.31
H -2.42 -2.64 0.54
H -2.36 -0.88 0.88
H -1.82 -2.21 -1.82
H -3.25 -1.25 -1.39
H -1.80 0.74 -1.03
H -3.36 1.06 -2.63
H -3.78 0.04 -6.53
H -4.13 -0.83 -5.03
H -2.47 -0.70 -5.60
H -5.30 1.20 -4.08
H -4.45 2.75 -4.00
H -4.96 2.11 -5.56
H -1.26 1.51 -5.50
H -2.08 2.94 -4.86
H -2.56 2.28 -6.43
H 0.45 -1.11 -1.91
H 0.63 0.60 -1.50
H 1.29 -0.92 0.40
H -0.06 0.17 0.83
H 4.44 -1.24 1.83
H 6.64 -0.19 1.51
```

Properties
Energy above the lowest of the compared OMol25 structures with the same formula, charge and spin   264.3 kJ/mol
Orbital gap   7.998 eV
Net charge   0

---

DFT (ωB97M-V/def2-TZVPD) results for C23H31N3P2Tl as an isolated structure in a non-equilibrium geometry.

Structure (XYZ):
```
60
C23H31N3P2Tl, DFT ωB97M-V/def2-TZVPD
C 2.23 0.75 -3.55
C 1.89 1.21 -2.29
C 0.50 1.50 -2.06
C -0.44 1.42 -3.15
C -0.09 0.48 -4.18
C 1.26 0.28 -4.46
C -1.75 1.95 -2.91
C -2.13 2.34 -1.58
C -1.09 2.41 -0.58
C -1.34 3.08 0.66
C -2.64 3.51 0.91
C -3.71 3.04 0.12
C -3.46 2.32 -1.05
H 3.29 0.64 -3.81
H -0.86 0.01 -4.82
H 1.60 -0.18 -5.39
H -2.53 1.41 -3.46
H -2.87 4.09 1.82
H -4.73 3.29 0.44
H -4.30 1.87 -1.61
N 0.09 1.75 -0.79
Tl -2.64 -2.44 -0.88
C 2.90 1.26 -1.18
H 2.97 2.27 -0.76
H 3.89 0.97 -1.55
C -0.25 3.18 1.70
H 0.70 3.44 1.24
H -0.52 3.89 2.49
P 2.43 0.15 0.23
P -0.03 1.56 2.50
C -1.61 0.88 3.02
H -1.53 -0.22 3.11
H -1.88 1.31 4.00
H -2.38 1.12 2.28
C 1.13 1.73 3.87
H 0.57 2.11 4.75
H 1.57 0.75 4.10
H 1.93 2.44 3.60
C 1.60 -1.30 -0.61
H 2.35 -2.04 -0.90
H 0.89 -1.74 0.10
H 1.06 -0.97 -1.50
C 4.05 -0.67 0.45
H 3.93 -1.49 1.16
H 4.39 -1.05 -0.53
H 4.77 0.06 0.84
H -2.06 -1.05 -1.39
H 0.52 0.70 1.52
C -0.85 -4.73 -1.02
C -0.69 -4.27 0.39
N -0.94 -3.04 0.85
C -0.77 -3.07 2.24
C -0.37 -4.31 2.62
N -0.34 -5.07 1.44
H -0.34 -5.69 -1.16
H -1.91 -4.91 -1.29
H -0.42 -4.00 -1.72
H -0.96 -2.17 2.82
H -0.06 -4.73 3.59
H -0.05 -6.05 1.34
```

Properties
Orbital gap   5.062 eV
Net charge   +1

---

DFT (ωB97M-V/def2-TZVPD) results for C23H31N8O2Pt as an isolated structure.

Structure (XYZ):
```
65
C23H31N8O2Pt, DFT ωB97M-V/def2-TZVPD
Pt 0.05 -0.84 -0.05
O -0.05 0.89 4.16
C -1.01 0.05 4.59
C -1.43 0.20 5.91
C -2.41 -0.62 6.43
C -2.98 -1.63 5.65
C -2.58 -1.79 4.35
C -1.59 -0.95 3.78
C -1.21 -1.14 2.38
O -0.30 -0.34 1.89
N -1.81 -2.10 1.69
N -1.31 -2.12 0.42
C -1.63 -3.00 -0.45
C -0.95 -2.84 -1.75
C -1.20 -3.63 -2.85
C -0.54 -3.37 -4.04
C 0.35 -2.32 -4.10
C 0.56 -1.55 -2.96
N -0.06 -1.82 -1.82
H 0.17 0.64 3.24
H -0.97 0.98 6.50
H -2.72 -0.49 7.45
H -3.74 -2.28 6.07
H -3.01 -2.56 3.72
H -2.34 -3.79 -0.24
H -1.91 -4.44 -2.76
H -0.72 -3.99 -4.91
H 0.88 -2.07 -5.01
H 1.24 -0.71 -2.95
C -3.50 3.92 0.99
C -2.96 2.93 0.01
C -3.11 2.82 -1.36
C -2.36 1.67 -1.72
N -1.80 1.12 -0.66
N -2.16 1.90 0.37
C -2.18 1.08 -3.09
H -4.11 4.66 0.47
H -2.70 4.44 1.51
H -4.12 3.43 1.73
H -3.68 3.46 -2.00
H -1.86 1.65 1.30
H -2.88 1.53 -3.79
H -2.36 0.00 -3.07
H -1.17 1.25 -3.46
C 3.27 -1.83 -0.17
N 3.51 -0.64 -0.96
C 4.31 -0.85 -2.17
C 2.80 0.51 -0.80
N 1.55 0.53 -0.39
N 3.44 1.67 -1.11
C 4.87 1.84 -0.89
C 2.69 2.91 -1.25
H 4.24 -2.24 0.14
H 2.75 -2.60 -0.75
H 2.68 -1.60 0.71
H 3.85 -1.64 -2.77
H 5.32 -1.17 -1.91
H 4.36 0.05 -2.76
H 1.27 1.45 -0.08
H 5.31 0.92 -0.51
H 5.03 2.63 -0.15
H 5.38 2.12 -1.81
H 1.75 2.73 -1.77
H 3.28 3.60 -1.86
H 2.49 3.38 -0.29
```

Properties
Energy above the lowest of the compared OMol25 structures with the same formula, charge and spin   0.0 kJ/mol
Orbital gap   6.985 eV
Net charge   +1

---

DFT (ωB97M-V/def2-TZVPD) results for C23H32Br2Cl6F18Mg2NO10PV as an isolated structure in a non-equilibrium geometry.

Structure (XYZ):
```
96
C23H32Br2Cl6F18Mg2NO10PV, DFT ωB97M-V/def2-TZVPD
C 1.22 -1.85 5.05
C 1.50 -2.09 3.42
P 1.09 -0.43 2.53
C 2.43 0.91 2.96
C 1.12 -0.68 0.60
C -0.36 -1.32 0.27
C -1.49 -0.15 0.63
C -1.02 1.25 -0.10
C -2.33 2.28 -0.19
C -3.05 2.24 -1.66
C -4.67 2.50 -1.65
O -5.38 1.94 -0.49
C -5.97 2.99 0.36
C 2.34 -1.70 0.16
F 3.55 -1.58 1.06
F 1.81 -3.09 0.42
C 2.71 -1.65 -1.44
F 1.55 -1.53 -2.35
F 3.35 -2.99 -1.75
C 3.81 -0.51 -1.86
F 5.20 -0.98 -1.52
F 3.78 -0.46 -3.37
C 3.48 1.01 -1.35
F 3.75 1.19 0.09
F 2.03 1.29 -1.71
C 4.34 2.18 -2.17
F 3.50 2.48 -3.39
F 5.70 1.75 -2.55
C 4.40 3.61 -1.32
F 5.50 3.52 -0.30
F 3.07 3.94 -0.69
C 4.75 4.92 -2.29
F 5.68 4.61 -3.40
F 3.46 5.47 -2.85
C 5.39 6.13 -1.38
F 5.26 7.44 -2.13
F 6.88 5.97 -1.16
F 4.65 6.35 -0.08
H 0.16 -1.32 5.17
H 2.02 -1.07 5.42
H 1.23 -2.86 5.66
H 2.66 -2.37 3.36
H 0.81 -2.98 3.03
H 3.50 0.58 2.60
H 2.13 1.86 2.31
H 2.35 1.17 4.10
H -0.53 -1.59 -0.87
H -0.59 -2.31 0.89
H -1.69 -0.05 1.79
H -2.54 -0.44 0.15
H -0.15 1.82 0.44
H -0.69 1.01 -1.22
H -1.87 3.38 -0.07
H -3.04 2.00 0.71
H -2.55 3.10 -2.31
H -2.86 1.24 -2.27
H -4.84 3.64 -1.84
H -5.10 1.94 -2.61
H -7.14 2.94 0.22
H -5.55 4.07 0.17
H -5.75 2.75 1.50
N 5.56 -3.74 -3.70
H 6.46 -3.33 -3.45
H 5.58 -4.75 -3.53
H 4.82 -3.31 -3.13
H 5.37 -3.56 -4.69
Cl -0.74 3.93 -1.64
C -1.64 -4.69 7.07
Cl -1.47 -4.15 5.38
Cl -3.33 -4.46 7.61
Cl -1.22 -6.42 7.18
Cl -0.55 -3.75 8.11
Mg -6.14 4.72 -2.42
C -3.44 5.95 -5.85
O -2.48 6.70 -6.14
O -3.04 4.96 -5.06
O -4.65 5.98 -6.17
H -2.12 5.30 -5.07
O -4.95 -2.73 1.85
Cl -3.74 -2.93 2.63
O -3.32 -4.31 2.52
O -4.01 -2.61 4.02
O -2.70 -2.06 2.12
O 8.87 -0.50 -1.11
V 7.96 -0.19 0.36
O 7.04 0.12 1.83
Mg 4.06 0.12 -5.29
F -5.24 -4.43 4.81
Br -8.06 -4.39 -0.84
C -6.49 -5.48 -0.45
C -6.81 -6.56 0.56
Br -6.91 -5.82 2.36
H -5.70 -4.80 -0.13
H -6.22 -5.93 -1.41
H -6.00 -7.30 0.60
H -7.76 -7.07 0.37
```

Properties
Orbital gap   1.197 eV
Net charge   +1

---

no.,total energy (a.u.)
1,-1328.67829
2,-1285.12204
3,-1285.06355
4,-1758.42336
5,-1914.14179
6,-1602.71314
7,-13093.09255